# 1
Here is a molecular structure, C26H26CuIN2O2Si from the Open Molecules 2025 dataset. Energies are from the ωB97M-V functional and the def2-TZVPD basis.

## Properties
* ΔE to the lowest compared entry with this formula, charge and spin: 0.0834 eV
* LUMO level (spin up / spin down): 2.69 / 2.68 eV
* total charge: -1
* spin multiplicity: 2
* frontier orbital gap (spin up / spin down): 6.4 / 7.0 eV
* expectation value of S²: 0.756
* F_max: 0.63 eV Å⁻¹

```
59
Properties=species:S:1:pos:R:3:forces:R:3:mulliken_charge:R:1
Cu 1.652 -2.184 -0.888 0.0 -0.5 0.4 -0.969
N 3.170 0.574 -1.343 0.1 -0.1 0.0 -0.547
C 2.302 0.329 -2.370 0.0 -0.1 -0.3 0.732
C 1.867 1.372 -3.202 0.0 0.1 -0.1 -0.665
C 1.101 1.076 -4.305 0.1 -0.1 0.1 -0.182
C 0.795 -0.255 -4.579 0.0 0.0 -0.1 -0.931
C 1.225 -1.218 -3.691 0.0 -0.1 -0.1 -0.219
N 1.930 -0.944 -2.585 0.2 0.5 -0.1 -0.490
H 3.139 1.513 -0.982 0.0 0.1 0.1 0.252
H 3.114 -0.120 -0.608 -0.1 0.1 0.1 0.285
H 2.132 2.392 -2.954 0.0 0.0 0.0 0.339
H 0.740 1.867 -4.950 0.0 0.0 0.0 0.362
H 0.216 -0.532 -5.449 0.0 0.0 0.0 0.450
H 0.984 -2.265 -3.834 0.0 0.0 0.1 0.502
O 1.071 -0.649 0.325 0.3 0.0 -0.1 0.789
Si -0.065 0.267 0.900 -0.4 0.3 0.2 -0.003
C -1.482 0.548 -0.336 0.1 -0.1 0.1 -0.048
C -2.780 0.911 0.024 0.0 0.0 0.0 -0.080
C -3.775 1.077 -0.931 -0.1 0.0 0.0 -0.721
C -3.492 0.875 -2.275 0.0 0.0 0.0 -0.503
C -2.209 0.509 -2.657 -0.1 0.0 0.0 -0.687
C -1.223 0.352 -1.693 0.1 -0.1 -0.1 0.651
C -0.948 -0.344 2.469 0.1 0.0 -0.1 0.404
C -0.727 0.220 3.725 0.0 0.1 0.0 -0.388
C -1.380 -0.251 4.857 0.0 0.0 0.1 -0.718
C -2.273 -1.308 4.754 0.0 0.0 0.0 -0.390
C -2.508 -1.886 3.514 0.0 0.0 0.0 -0.892
C -1.853 -1.405 2.390 0.0 0.0 0.0 0.075
C 0.619 1.992 1.342 0.0 -0.1 0.0 0.151
C -0.146 3.158 1.305 0.0 0.0 -0.1 -0.070
C 0.413 4.400 1.575 0.0 0.1 0.0 -0.662
C 1.763 4.508 1.877 0.0 0.0 0.0 -0.384
C 2.542 3.360 1.938 0.0 0.0 0.0 -0.657
C 1.966 2.122 1.685 0.1 -0.1 0.1 -0.604
H -3.028 1.055 1.072 0.0 0.0 0.0 0.417
H -4.777 1.358 -0.628 0.0 0.0 0.0 0.381
H -4.270 0.996 -3.019 0.0 0.0 0.0 0.361
H -1.974 0.338 -3.702 0.0 0.0 0.0 0.391
H -0.225 0.055 -1.995 -0.2 0.0 0.1 -0.194
H -0.033 1.049 3.820 0.0 0.0 0.0 0.349
H -1.194 0.206 5.822 0.0 0.0 0.0 0.379
H -2.782 -1.681 5.635 0.0 0.0 0.0 0.362
H -3.202 -2.714 3.423 0.0 0.0 0.0 0.393
H -2.049 -1.863 1.426 0.0 0.0 0.1 0.303
H -1.197 3.100 1.041 0.0 0.0 0.0 0.311
H -0.205 5.291 1.547 0.0 0.0 0.0 0.379
H 2.205 5.480 2.065 0.0 0.0 0.0 0.366
H 3.597 3.432 2.179 0.0 0.0 0.0 0.378
H 2.564 1.220 1.768 0.1 0.0 -0.1 0.453
I 2.375 -5.389 0.749 0.0 0.1 0.0 -0.195
C 2.875 -3.342 0.222 0.0 0.1 -0.1 -0.916
H 3.865 -3.445 -0.226 0.0 -0.1 0.1 0.399
H 2.985 -2.859 1.194 0.0 -0.1 0.0 0.227
C -0.802 -3.698 -0.513 -0.1 0.0 0.0 -0.445
C 0.297 -3.445 -1.528 0.0 -0.1 -0.1 0.926
O 0.299 -4.005 -2.600 -0.1 0.0 0.0 -0.688
H -1.429 -4.541 -0.816 0.0 0.0 0.0 0.411
H -1.406 -2.787 -0.457 0.0 0.0 0.0 -0.125
H -0.369 -3.872 0.472 0.0 0.0 0.0 0.197
```
Forces are in eV/Å.



# 2
Here is a molecular structure, C26H26IO2P2S2Ti at a distorted geometry from the Open Molecules 2025 dataset. Energies are from the ωB97M-V functional and the def2-TZVPD basis.

## Properties
* LUMO level (spin up / spin down): -7.25 / -6.95 eV
* total charge: +2
* spin multiplicity: 2
* frontier orbital gap (spin up / spin down): 7.0 / 7.3 eV
* expectation value of S²: 0.759
* F_max: 2.18 eV Å⁻¹

```
60
Properties=species:S:1:pos:R:3:forces:R:3:mulliken_charge:R:1
Ti 0.264 0.813 -0.789 -0.3 -0.2 0.1 0.277
I 2.347 -0.571 -2.026 0.2 0.2 0.2 0.057
C 3.795 -0.693 -0.472 0.9 -0.5 0.8 -0.072
C 5.081 -0.617 -0.963 -0.5 0.4 -0.3 -0.504
C 6.231 -0.767 -0.154 -1.4 0.3 -0.5 -0.968
C 6.075 -1.040 1.152 -0.7 -0.4 -0.4 -0.839
C 4.795 -1.221 1.691 -1.9 1.0 0.0 0.734
C 4.661 -1.439 3.074 0.6 -0.1 0.3 -0.703
C 3.458 -1.539 3.696 -0.4 0.0 0.5 -1.229
C 2.288 -1.375 2.946 -0.1 -0.5 0.4 -0.199
C 2.318 -1.168 1.593 0.1 0.2 -0.4 1.075
P 0.662 -1.045 0.872 -0.6 0.1 0.1 1.015
C 0.039 0.482 1.619 -1.3 0.5 0.9 0.191
C 0.802 1.656 1.525 0.9 0.4 -0.3 0.022
C 0.222 2.915 1.775 -0.3 -0.5 -0.7 -0.776
C -1.120 3.005 2.120 0.7 0.9 0.2 -0.531
C -1.856 1.864 2.324 -0.1 0.8 0.3 -0.877
C -1.299 0.653 2.079 0.9 -1.2 -0.9 -0.382
C -0.431 -2.469 1.303 -0.1 0.1 -0.9 0.721
C 0.173 -3.576 1.891 0.8 0.6 0.4 -0.480
C -0.505 -4.738 2.147 -1.1 -0.1 0.1 -0.929
C -1.834 -4.807 1.764 -0.1 0.0 -0.3 -0.488
C -2.470 -3.748 1.134 -0.4 0.3 -0.6 -0.872
C -1.772 -2.583 0.847 0.3 0.7 0.2 0.272
C 3.571 -1.000 0.922 0.6 -0.6 -0.7 0.419
H 5.199 -0.372 -2.011 0.2 -0.1 0.0 0.388
H 7.167 -0.616 -0.598 1.2 0.1 -0.5 0.487
H 6.892 -1.190 1.792 1.1 -0.1 0.7 0.487
H 5.577 -1.491 3.660 -0.2 -0.2 -0.1 0.394
H 3.398 -1.740 4.763 0.0 0.1 -0.2 0.437
H 1.314 -1.499 3.409 0.2 0.1 0.3 0.601
H 1.899 1.583 1.326 -0.8 0.1 0.0 0.362
H 0.783 3.800 1.548 0.3 0.3 0.3 0.532
H -1.599 3.962 2.292 0.2 0.1 -0.1 0.449
H -2.856 1.983 2.691 -0.4 -0.3 0.0 0.498
H -1.913 -0.197 2.198 -0.5 -1.0 0.1 0.586
H 1.203 -3.496 2.196 0.2 -0.1 0.0 0.350
H -0.077 -5.558 2.699 0.3 -0.1 -0.2 0.437
H -2.386 -5.713 1.875 -0.3 -0.5 0.3 0.423
H -3.518 -3.843 0.795 0.8 0.0 0.3 0.393
H -2.280 -1.774 0.289 0.4 -0.5 0.5 -0.010
C -2.395 3.041 -5.847 0.2 -0.5 0.2 -0.977
C -1.139 2.551 -5.142 0.0 0.6 -0.1 -0.265
O -1.428 1.381 -4.304 -0.2 -0.4 1.0 -0.334
P -1.843 1.415 -2.791 -0.7 1.1 -0.7 1.319
S -1.459 -0.323 -1.880 0.1 -1.0 -0.1 -0.396
S -0.789 2.766 -1.713 0.4 0.3 0.0 -0.531
O -3.383 1.764 -2.774 1.0 -0.2 -0.2 -0.358
C -4.103 2.254 -1.608 -0.6 -0.1 -0.2 -0.168
C -4.955 1.155 -1.017 -0.3 -0.8 -0.6 -0.928
H -2.145 3.813 -6.575 0.1 0.0 0.1 0.393
H -3.135 3.431 -5.150 0.0 0.0 0.0 0.265
H -2.810 2.185 -6.390 -0.1 0.3 0.1 0.293
H -0.610 3.294 -4.524 -0.4 -0.2 -0.2 0.339
H -0.432 2.165 -5.860 0.2 -0.1 -0.2 0.268
H -4.697 3.084 -2.015 0.1 -0.3 0.3 0.310
H -3.405 2.641 -0.866 0.1 0.1 -0.1 0.212
H -5.676 0.692 -1.724 0.5 0.6 0.2 0.325
H -5.513 1.550 -0.191 -0.4 0.3 0.4 0.402
H -4.380 0.312 -0.625 0.3 0.2 0.0 0.083
```
Forces are in eV/Å.



Question: What is the total charge in the second record?
Answer: +2



Question: Among the records above, which one has the lowest F_max?
Answer: C26H26CuIN2O2Si